1.
Formula: C56H32BrCl4FeN5O3S
Source: the OMol25 dataset
Level of theory: ωB97M-V/def2-TZVPD

Its spin multiplicity is 6. The expectation value of S² is 8.908. As for the charge: -1. The calculation puts the LUMO energy (spin up / spin down) at 1.5 / 0.9 eV.

Last column: Löwdin spin population.
Geometry (Å):
1 Fe 0.109 -0.583 0.183  3.680
2 Cl 0.399 0.787 9.565  0.002
3 C 0.179 0.357 7.895  0.006
4 C 0.696 -0.933 7.559  -0.002
5 C 0.767 -1.256 6.117  0.008
6 C 0.429 -0.330 5.185  0.009
7 C 0.029 0.939 5.624  0.008
8 C -0.172 1.345 6.931  -0.001
9 C 0.331 -0.784 3.764  0.089
10 C -0.875 -0.396 2.915  0.026
11 C -2.068 0.514 3.246  0.020
12 C -3.332 0.217 2.440  0.121
13 C -3.016 0.631 1.164  0.038
14 C -3.459 0.623 -0.156  0.276
15 C -4.923 0.992 -0.385  0.013
16 C -5.590 0.491 -1.496  0.028
17 C -6.914 0.810 -1.730  -0.007
18 C -7.433 1.825 -0.890  0.039
19 Cl -9.027 2.639 -1.383  0.006
20 C -6.756 2.500 0.120  -0.005
21 C -5.484 2.021 0.362  0.033
22 C -2.621 0.484 -1.396  0.020
23 N -1.431 -0.119 -1.349  0.046
24 C -1.028 -0.107 -2.637  0.071
25 C 0.177 -0.618 -3.191  -0.057
26 C 0.279 -0.415 -4.637  -0.008
27 C 0.848 0.799 -5.059  -0.004
28 C 0.751 1.280 -6.299  0.002
29 C 0.116 0.501 -7.263  0.000
30 Cl -0.147 1.281 -8.875  0.000
31 C -0.556 -0.652 -6.926  0.003
32 C -0.389 -1.124 -5.578  -0.003
33 C 1.238 -1.303 -2.688  0.071
34 C 2.532 -1.503 -3.243  0.013
35 C 3.383 -1.789 -2.236  0.061
36 C 2.661 -1.797 -0.928  0.026
37 N 1.357 -1.511 -1.213  -0.028
38 C 3.413 -1.984 0.271  -0.017
39 C 2.833 -1.705 1.569  0.031
40 C 3.583 -1.714 2.720  -0.011
41 C 2.751 -1.358 3.717  0.024
42 C 1.425 -1.160 3.035  -0.008
43 N 1.617 -1.345 1.683  0.067
44 C 4.868 -2.050 0.181  -0.002
45 C 5.694 -0.933 0.007  0.000
46 C 7.027 -1.086 -0.263  0.001
47 C 7.571 -2.422 -0.314  0.000
48 Cl 9.320 -2.611 -0.915  0.000
49 C 6.769 -3.543 -0.198  0.000
50 C 5.408 -3.319 0.018  -0.001
51 C -1.995 0.524 -3.457  -0.003
52 C -3.035 0.874 -2.628  0.064
53 N -0.356 0.404 1.742  0.069
54 H 1.042 -1.602 8.327  0.000
55 H 1.214 -2.211 5.865  0.000
56 H -0.205 1.581 4.792  0.001
57 H -0.552 2.410 7.138  0.000
58 H -2.133 0.981 4.192  0.002
59 H -4.153 -0.477 2.685  0.005
60 H -5.115 -0.179 -2.162  0.001
61 H -7.479 0.431 -2.577  -0.001
62 H -7.130 3.412 0.711  -0.001
63 H -4.905 2.571 1.084  0.001
64 H 1.372 1.353 -4.208  0.000
65 H 1.236 2.193 -6.563  0.000
66 H -1.024 -1.249 -7.693  0.000
67 H -0.943 -2.055 -5.276  0.000
68 H 2.944 -1.555 -4.324  -0.001
69 H 4.352 -2.195 -2.168  0.004
70 H 4.661 -1.825 2.959  -0.001
71 H 2.934 -1.234 4.735  0.002
72 H 5.261 0.058 0.138  0.000
73 H 7.900 -0.403 -0.228  0.000
74 H 7.225 -4.465 -0.378  0.000
75 H 4.700 -4.202 0.057  0.000
76 H -2.080 0.574 -4.590  -0.001
77 H -3.951 1.518 -2.693  0.002
78 O -0.811 -2.354 0.700  0.049
79 N -1.592 -2.563 1.719  0.007
80 C -2.471 -3.684 1.662  0.003
81 C -3.224 -4.076 2.701  0.002
82 C -3.237 -3.219 3.847  0.001
83 C -2.533 -2.039 3.866  0.003
84 C -1.652 -1.735 2.774  0.009
85 S -1.472 1.639 1.830  0.057
86 H -2.444 -4.100 0.662  0.000
87 H -3.976 -4.865 2.618  0.000
88 H -3.919 -3.496 4.588  0.000
89 H -2.384 -1.400 4.706  0.000
90 Br 3.660 3.504 -0.685  0.000
91 C 2.265 3.899 -1.881  0.000
92 C 2.582 4.802 -2.836  0.000
93 C 1.668 5.193 -3.795  0.000
94 C 0.344 4.838 -3.595  0.000
95 C 0.004 3.999 -2.558  0.000
96 C 0.967 3.438 -1.658  0.003
97 C 0.428 2.355 -0.613  0.004
98 O -0.638 2.630 -0.059  0.001
99 O 1.137 1.365 -0.546  0.035
100 H 3.643 5.074 -2.850  0.000
101 H 1.977 5.974 -4.458  0.000
102 H -0.409 5.295 -4.278  0.000
103 H -1.037 3.708 -2.368  0.000

2.
Formula: C56H32O8
Source: the OMol25 dataset
Level of theory: ωB97M-V/def2-TZVPD

Its structure (SMILES) is O=C1c2ccccc2C(=O)c2ccccc21.O=C1c2ccccc2C(=O)c2ccccc21.O=C1c2ccccc2C(=O)c2ccccc21.O=C1c2ccccc2C(=O)c2ccccc21. The calculation puts the LUMO energy at -1.0 eV.

Last column: Mulliken charge in e.
Geometry (Å):
1 C -7.925 3.532 -6.716  -0.877
2 C -6.591 3.498 -7.123  -0.228
3 C -5.560 2.927 -6.415  -0.974
4 C -5.900 2.214 -5.238  0.612
5 C -7.269 2.000 -4.956  0.229
6 C -8.239 2.698 -5.660  -0.340
7 C -7.703 1.198 -3.795  0.360
8 O -8.896 1.008 -3.557  -0.669
9 C -6.579 0.551 -3.000  0.087
10 C -6.990 -0.251 -1.935  -0.425
11 C -6.091 -1.110 -1.287  -0.707
12 C -4.809 -1.144 -1.754  -0.434
13 C -4.354 -0.282 -2.804  -0.511
14 C -5.234 0.609 -3.419  0.467
15 C -4.855 1.570 -4.483  0.408
16 O -3.711 1.887 -4.636  -0.637
17 H -8.608 4.068 -7.348  0.392
18 H -6.283 4.022 -7.973  0.406
19 H -4.524 2.943 -6.723  0.469
20 H -9.227 2.440 -5.406  0.512
21 H -8.066 -0.231 -1.743  0.438
22 H -6.349 -1.798 -0.508  0.447
23 H -4.085 -1.839 -1.352  0.436
24 H -3.308 -0.367 -3.043  0.566
25 C 8.909 -3.094 3.250  -0.561
26 C 8.803 -2.382 4.461  -0.528
27 C 7.600 -2.453 5.202  -0.754
28 C 6.714 -3.440 4.885  0.467
29 C 6.867 -4.274 3.837  0.351
30 C 7.889 -3.998 2.964  -0.447
31 C 5.813 -5.315 3.564  0.501
32 O 5.770 -5.716 2.451  -0.652
33 C 4.853 -5.621 4.639  0.206
34 C 3.976 -6.658 4.469  -0.428
35 C 2.969 -6.893 5.413  -0.578
36 C 2.816 -6.120 6.507  -0.560
37 C 3.722 -5.071 6.743  -0.523
38 C 4.703 -4.781 5.809  0.337
39 C 5.718 -3.669 5.996  0.503
40 O 5.765 -3.044 7.026  -0.635
41 H 9.757 -2.928 2.601  0.417
42 H 9.545 -1.664 4.779  0.391
43 H 7.605 -2.070 6.189  0.448
44 H 8.170 -4.604 2.084  0.338
45 H 4.139 -7.362 3.662  0.463
46 H 2.303 -7.720 5.193  0.382
47 H 1.947 -6.212 7.176  0.367
48 H 3.622 -4.457 7.615  0.492
49 C 0.876 4.482 2.387  -0.499
50 C 0.750 3.224 1.868  -0.659
51 C 0.278 2.987 0.551  -0.465
52 C 0.131 4.086 -0.274  0.008
53 C 0.374 5.358 0.199  0.241
54 C 0.688 5.592 1.544  -0.759
55 C 0.276 6.549 -0.694  0.635
56 O 0.412 7.682 -0.282  -0.688
57 C -0.017 6.403 -2.109  0.376
58 C -0.156 7.527 -2.999  -0.752
59 C -0.405 7.257 -4.332  -0.377
60 C -0.555 5.929 -4.793  -0.620
61 C -0.572 4.903 -3.933  -0.573
62 C -0.272 5.123 -2.614  0.558
63 C -0.262 3.918 -1.691  0.348
64 O -0.521 2.833 -2.174  -0.684
65 H 1.094 4.667 3.407  0.461
66 H 0.826 2.397 2.537  0.431
67 H 0.126 1.996 0.189  0.823
68 H 0.916 6.586 1.911  0.453
69 H 0.027 8.567 -2.654  0.411
70 H -0.592 8.098 -5.015  0.348
71 H -0.704 5.656 -5.823  0.420
72 H -0.686 3.862 -4.163  0.553
73 C 3.131 -4.425 0.726  -0.172
74 C 2.989 -4.353 -0.654  -0.918
75 C 1.992 -3.485 -1.147  -0.705
76 C 1.186 -2.792 -0.232  0.468
77 C 1.443 -2.776 1.104  -0.026
78 C 2.416 -3.646 1.574  -0.591
79 C 0.653 -1.921 1.998  0.388
80 O 0.803 -1.982 3.198  -0.695
81 C -0.436 -1.065 1.426  0.267
82 C -1.162 -0.206 2.239  -0.693
83 C -2.195 0.574 1.705  -0.741
84 C -2.397 0.535 0.331  -0.470
85 C -1.620 -0.259 -0.497  -0.524
86 C -0.695 -1.101 0.072  0.507
87 C 0.020 -2.130 -0.805  0.398
88 O -0.281 -2.259 -1.964  -0.631
89 H 3.862 -5.092 1.128  0.441
90 H 3.601 -4.835 -1.396  0.426
91 H 1.714 -3.481 -2.160  0.556
92 H 2.551 -3.828 2.624  0.701
93 H -0.818 -0.025 3.244  0.544
94 H -2.669 1.308 2.371  0.400
95 H -3.297 1.039 -0.043  0.418
96 H -1.639 -0.078 -1.525  0.637

3.
Formula: C56H33F5N13O4Y
Source: the OMol25 dataset
Level of theory: ωB97M-V/def2-TZVPD

As for the charge: -2. The calculation puts the LUMO energy at 3.5 eV.

Last column: Mulliken charge in e.
Geometry (Å):
1 Y 0.149 -0.043 -0.037  0.146
2 C -4.491 4.449 2.569  -0.613
3 C -3.425 4.803 3.406  -0.808
4 C -2.171 4.237 3.237  0.101
5 C -2.008 3.301 2.226  0.069
6 C -0.863 2.498 1.801  -0.425
7 N -1.214 1.687 0.785  0.917
8 C -2.562 1.925 0.491  -1.010
9 N -3.330 1.407 -0.416  -0.094
10 C -2.967 0.575 -1.399  -1.579
11 C -3.819 0.271 -2.504  0.087
12 C -5.162 0.541 -2.784  -0.250
13 C -5.681 0.113 -3.986  -0.687
14 C -4.880 -0.572 -4.922  -0.906
15 C -3.551 -0.832 -4.672  -0.386
16 C -3.007 -0.402 -3.454  0.843
17 C -1.724 -0.473 -2.854  -1.269
18 N 0.474 0.426 -3.543  2.261
19 C 1.797 0.446 -3.021  -1.755
20 N 1.951 0.429 -1.697  1.193
21 C 3.242 0.753 -1.433  -1.154
22 N 3.778 0.942 -0.197  -0.590
23 C 3.061 1.205 0.837  0.126
24 N 1.686 1.446 0.890  -0.316
25 C 1.414 2.022 2.069  -0.004
26 N 0.287 2.593 2.467  -0.395
27 C 2.616 2.052 2.914  0.467
28 C 2.813 2.411 4.234  -0.351
29 C 4.067 2.190 4.787  -0.673
30 C 5.097 1.643 4.020  -0.670
31 C 4.903 1.305 2.688  -0.237
32 C 3.647 1.506 2.145  0.259
33 C 3.944 0.947 -2.657  -0.213
34 C 5.250 1.340 -2.976  -0.387
35 C 5.575 1.549 -4.297  -0.623
36 C 4.615 1.395 -5.324  -0.734
37 C 3.322 1.025 -5.041  -0.580
38 C 2.979 0.783 -3.699  1.113
39 N -1.722 0.048 -1.623  2.189
40 C -3.076 2.936 1.402  0.081
41 C -4.329 3.517 1.558  -0.366
42 H -5.457 4.918 2.719  0.397
43 H -3.589 5.529 4.194  0.387
44 H -1.334 4.508 3.870  0.581
45 H -5.763 1.074 -2.057  0.523
46 H -6.722 0.299 -4.224  0.389
47 H -5.323 -0.907 -5.854  0.368
48 H -2.941 -1.348 -5.402  0.438
49 H 2.002 2.842 4.810  0.581
50 H 4.247 2.423 5.830  0.375
51 H 6.061 1.464 4.482  0.377
52 H 5.695 0.872 2.090  0.529
53 H 5.979 1.489 -2.188  0.504
54 H 6.580 1.858 -4.564  0.369
55 H 4.906 1.595 -6.349  0.401
56 H 2.583 0.939 -5.830  0.492
57 H -5.141 3.233 0.901  0.570
58 O -0.024 2.198 -2.088  -0.322
59 C -0.244 1.787 -3.216  0.409
60 C -0.976 2.297 -4.266  -1.310
61 C -1.133 1.639 -5.514  -0.045
62 C -0.646 0.411 -5.790  -1.979
63 C 0.099 -0.324 -4.760  -0.056
64 C -0.412 -0.824 -3.438  1.554
65 C 0.242 -2.021 -2.854  -1.249
66 N 0.432 -2.051 -1.601  1.680
67 N 1.018 -3.149 -1.069  -1.719
68 C 1.546 -2.867 0.117  0.135
69 O 1.625 -1.713 0.622  -0.160
70 C 2.138 -4.036 0.833  0.252
71 C 2.080 -5.324 0.308  -0.305
72 C 2.605 -6.393 1.017  -0.698
73 C 3.192 -6.186 2.259  -0.367
74 C 3.256 -4.901 2.783  -0.938
75 C 2.736 -3.830 2.073  -0.194
76 H -1.472 3.240 -4.087  0.356
77 H -1.677 2.170 -6.288  0.418
78 H -0.741 -0.048 -6.764  0.414
79 H 0.914 -0.938 -5.137  0.610
80 H 0.541 -2.837 -3.512  0.299
81 H 1.613 -5.467 -0.657  0.438
82 H 2.554 -7.396 0.608  0.380
83 H 3.594 -7.024 2.816  0.360
84 H 3.706 -4.739 3.755  0.401
85 H 2.766 -2.820 2.460  0.536
86 F -3.977 -3.966 5.438  -0.380
87 C -3.440 -3.501 4.286  0.645
88 C -2.095 -3.668 4.005  -0.166
89 F -1.322 -4.325 4.892  -0.418
90 C -1.542 -3.165 2.847  -0.492
91 F -0.232 -3.378 2.642  0.007
92 C -2.260 -2.375 1.899  0.798
93 O -1.746 -1.802 0.897  -0.579
94 C -3.654 -2.320 2.206  -0.034
95 F -4.455 -1.616 1.380  -0.380
96 C -4.214 -2.830 3.355  0.291
97 F -5.527 -2.651 3.607  -0.371
98 C -1.641 0.536 5.956  -1.242
99 N -0.847 -0.061 4.914  0.539
100 C 0.532 -0.432 5.075  -0.756
101 C 0.979 -0.597 3.610  -0.570
102 O 2.110 -0.885 3.308  -0.693
103 N -0.098 -0.329 2.787  2.117
104 C -1.106 0.002 3.585  -1.541
105 N -2.324 0.315 3.162  0.605
106 H -1.264 0.190 6.917  0.452
107 H -2.685 0.221 5.878  0.296
108 H -1.596 1.631 5.931  0.298
109 H 0.639 -1.378 5.613  0.315
110 H 1.131 0.340 5.565  0.436
111 H -2.498 0.333 2.169  -0.449
112 H -3.031 0.654 3.786  0.315

4.
Formula: C56H36LaN14O4
Source: the OMol25 dataset
Level of theory: ωB97M-V/def2-TZVPD

As for the charge: -1. The calculation puts the LUMO energy (spin up / spin down) at 1.2 / 1.2 eV.

Last column: Mulliken charge in e.
Geometry (Å):
1 La 0.076 0.870 2.062  1.937
2 C -6.388 -0.845 3.158  -0.614
3 C -6.274 -1.612 1.984  -0.739
4 C -5.039 -1.904 1.437  -0.108
5 C -3.910 -1.398 2.079  0.355
6 C -2.485 -1.481 1.782  -0.432
7 N -1.984 -2.240 0.812  -0.307
8 C -0.694 -2.331 0.528  -0.586
9 C -0.140 -3.375 -0.329  0.100
10 C -0.724 -4.402 -1.067  -0.256
11 C 0.112 -5.239 -1.782  -0.712
12 C 1.508 -5.074 -1.749  -0.685
13 C 2.089 -4.070 -0.996  -0.149
14 C 1.247 -3.215 -0.291  0.060
15 C 1.497 -2.077 0.588  -0.396
16 N 2.747 -1.658 0.895  -0.350
17 C 2.997 -0.871 1.912  -0.404
18 N 2.124 -0.445 2.870  -0.446
19 C 2.805 0.222 3.825  0.586
20 N 2.364 0.627 5.004  -0.462
21 C 1.075 0.593 5.335  -0.101
22 N 0.026 0.348 4.534  0.073
23 C -1.133 0.423 5.261  -0.517
24 N -2.358 0.233 4.841  -0.499
25 C -2.662 -0.295 3.640  0.127
26 N -1.800 -0.753 2.709  -0.449
27 C -4.024 -0.634 3.244  0.166
28 C -5.269 -0.356 3.804  -0.359
29 C -0.793 0.764 6.652  0.446
30 C -1.565 0.969 7.785  -0.437
31 C -0.903 1.295 8.958  -0.582
32 C 0.493 1.405 9.001  -0.633
33 C 1.261 1.191 7.867  -0.207
34 C 0.593 0.866 6.698  0.192
35 C 4.220 0.343 3.425  0.003
36 C 5.287 1.004 4.005  -0.181
37 C 6.508 0.936 3.347  -0.706
38 C 6.645 0.223 2.150  -0.669
39 C 5.566 -0.436 1.575  -0.138
40 C 4.348 -0.356 2.231  0.316
41 N 0.332 -1.544 0.976  0.504
42 H -7.373 -0.636 3.558  0.388
43 H -7.174 -1.982 1.507  0.394
44 H -4.938 -2.504 0.541  0.564
45 H -1.799 -4.527 -1.076  0.554
46 H -0.310 -6.040 -2.377  0.409
47 H 2.132 -5.750 -2.320  0.400
48 H 3.163 -3.944 -0.955  0.541
49 H -5.346 0.232 4.710  0.537
50 H -2.643 0.888 7.740  0.546
51 H -1.472 1.476 9.862  0.393
52 H 0.974 1.672 9.934  0.389
53 H 2.339 1.285 7.875  0.539
54 H 5.155 1.563 4.922  0.584
55 H 7.369 1.448 3.758  0.392
56 H 7.613 0.191 1.664  0.397
57 H 5.661 -0.989 0.650  0.561
58 N -0.427 3.524 0.014  -0.352
59 C -1.759 3.948 0.466  -0.404
60 C -1.754 4.048 1.999  0.159
61 O -2.231 5.073 2.503  -0.810
62 N -1.117 3.043 2.613  0.195
63 C -0.453 3.464 3.850  -0.829
64 C 1.084 3.321 3.745  0.604
65 O 1.805 3.836 4.582  -0.773
66 O 1.516 2.604 2.730  -0.605
67 H 0.268 3.860 0.674  0.127
68 H -0.202 3.900 -0.899  0.264
69 H -2.516 3.237 0.115  0.062
70 H -2.047 4.940 0.113  0.406
71 H -0.782 2.922 4.743  -0.039
72 H -0.649 4.516 4.066  0.548
73 C -0.680 -1.784 -12.071  -0.834
74 O 0.484 -1.499 -11.320  -0.469
75 C 0.320 -1.202 -10.002  1.006
76 C 1.487 -0.923 -9.292  -0.608
77 C 1.425 -0.617 -7.951  -0.482
78 C 0.199 -0.579 -7.283  0.226
79 C -0.954 -0.854 -8.001  -0.747
80 C -0.909 -1.168 -9.357  -0.660
81 C 0.178 -0.250 -5.848  0.201
82 N 1.229 0.061 -5.133  -0.874
83 C 0.741 0.274 -3.860  1.080
84 C -0.610 0.080 -3.816  -0.041
85 N -0.971 -0.259 -5.103  -0.057
86 C -1.403 0.249 -2.636  1.377
87 C -2.802 0.159 -2.592  -1.173
88 C -3.451 0.392 -1.410  -1.614
89 C -2.680 0.672 -0.274  -1.178
90 N -1.366 0.725 -0.289  1.219
91 C -0.711 0.554 -1.456  -0.689
92 C 0.749 0.749 -1.477  -0.807
93 N 1.365 1.070 -0.321  0.783
94 C 2.648 1.363 -0.328  -0.734
95 C 3.429 1.319 -1.493  -1.164
96 C 2.836 0.937 -2.665  -0.932
97 C 1.463 0.650 -2.677  1.070
98 H -0.345 -1.987 -13.084  0.243
99 H -1.363 -0.930 -12.080  0.334
100 H -1.199 -2.662 -11.678  0.334
101 H 2.434 -0.955 -9.814  0.412
102 H 2.327 -0.402 -7.394  0.490
103 H -1.926 -0.830 -7.525  0.229
104 H -1.829 -1.376 -9.881  0.385
105 H -1.889 -0.498 -5.426  0.180
106 H -3.367 -0.075 -3.487  0.388
107 H -4.528 0.349 -1.327  0.519
108 H -3.159 0.848 0.683  0.993
109 H 3.084 1.654 0.623  0.635
110 H 4.481 1.563 -1.436  0.524
111 H 3.397 0.864 -3.588  0.554

These records have DFT total energy values of -8729.15858; -2755.13001; -3704.58186; -3255.20088 a.u., in the order they appear.
These records have energy relative to the best compared isomer or geometry (same formula, charge and spin) values of 183.40; 77.46; 298.42; 93.63 kJ/mol, in the order they appear.